Here is a molecular structure, C19H17N5RuS in a non-equilibrium geometry from the OMol25 dataset. Energies are from ωB97M-V/def2-TZVPD.

Output
frontier orbital gap (spin up / spin down)	0.17946 / 0.17898	Ha
electronic energy	-1500.4685	a.u.
energy above the lowest of the compared OMol25 structures with the same formula, charge and spin	34.5	kJ/mol
HOMO energy (spin up / spin down)	-14.3224 / -14.3489	eV
F_max	0.0945	hartree/bohr

The geometry in ORCA input format:
```
! RIJCOSX wB97M-V def2-TZVPD def2/J DEFGRID3
* xyz 2 1
Ru 0.850 -0.520 -0.563
S 2.927 0.087 0.263
N 0.327 1.439 -1.342
N 4.618 -1.686 1.309
N -0.744 -1.590 -1.328
N 1.590 -2.362 -0.226
N 2.780 -2.630 0.338
C 0.392 0.725 3.892
C -2.149 4.154 -0.824
C 3.452 -1.559 0.676
C -1.896 -3.095 -3.330
C -0.598 2.321 -0.658
C 0.306 -0.654 3.531
C -0.581 -3.336 -2.960
C -1.304 3.228 -1.421
C -2.286 4.178 0.559
C 1.315 -2.817 -1.395
C -0.049 -2.592 -1.929
C -1.581 3.277 1.325
C -2.008 -1.355 -1.700
C 0.176 1.700 2.963
C -0.717 2.321 0.742
C -0.105 1.350 1.622
C 0.129 -1.024 2.222
C -2.622 -2.105 -2.682
C 0.058 -0.035 1.229
H -3.653 -1.908 -2.944
H 0.013 -4.105 -3.436
H 4.970 -2.603 1.535
H -1.183 3.230 -2.499
H 0.187 2.741 3.255
H -2.523 -0.555 -1.183
H -1.731 3.266 2.395
H 5.181 -0.881 1.524
H -2.949 4.889 1.031
H 1.241 1.892 -1.368
H -2.357 -3.683 -4.113
H -2.689 4.861 -1.440
H 0.130 -2.070 1.955
H 0.585 0.996 4.921
H 0.439 -1.415 4.289
H 2.027 -3.452 -1.917
H 0.031 1.380 -2.315
*
```